(1)
Density functional theory data (the ωB97M-V functional and the def2-TZVPD basis) for an isolated ion of composition C8H15N2 and charge +1 at a distorted geometry.

Calculated values
HOMO-LUMO gap	10.04	eV
SMILES string	C[C@@]12C[C@H]3CC[C@@H](C[NH2+]1)N32
E_LUMO	-3.19	eV
charge	+1
E_HOMO	-13.23	eV
total energy	-422.967707	Ha

```
25
Properties=species:S:1:pos:R:3:forces:R:3
H 0.625774 2.343719 -1.225338 0.7 0.6 -0.2
H -1.654798 -1.161773 1.167535 0.8 -1.6 -0.7
C 0.044859 -1.863908 -0.262593 0.3 -0.1 -0.3
H -2.696844 -0.714037 -1.223881 -0.6 1.0 1.1
H 1.893248 1.673400 1.108362 0.0 -0.4 -0.2
H 2.915475 1.557514 -0.248684 -2.1 -0.6 -0.1
H -0.627213 -2.267941 -1.060065 0.8 0.1 0.9
H 1.378471 -1.201513 -1.739706 0.8 -0.2 1.4
C -0.556328 1.584051 0.359795 -0.2 -1.1 1.0
H 3.018806 -0.683708 0.102840 1.9 -0.5 -0.8
H -1.180503 2.334184 -0.076364 -1.0 0.2 0.2
H -3.161622 0.182952 0.426115 0.0 -0.7 -0.5
C -2.576436 0.173136 -0.520432 2.2 -4.2 1.3
C -1.081449 0.139327 -0.088911 0.0 5.7 -3.6
H -0.402603 1.824856 1.449564 -0.1 -0.4 -1.0
C 1.893251 1.134324 0.138693 4.2 3.6 2.1
H -0.113895 -0.676268 1.434505 -0.5 -0.8 -0.9
H -2.890265 1.019195 -0.970494 -0.4 2.8 -1.9
C 1.011290 -0.781914 -0.755335 1.3 -2.9 -2.7
C 2.067250 -0.332704 0.309861 -3.0 -1.4 0.1
H 1.897347 -0.858115 1.312524 -0.3 1.1 -0.8
N -0.751602 -1.017889 0.658421 -0.2 1.6 3.2
H 0.629334 -2.539070 0.348828 -0.4 -0.9 -0.3
N 0.264681 0.310870 -1.291709 -5.0 -1.2 2.4
C 0.630081 1.508318 -0.556761 0.7 0.0 0.3
```
Forces are in eV/Å.



(2)
Density functional theory data (the ωB97M-V functional and the def2-TZVPD basis) for one molecule with the formula C18H21ClN2O4S at a distorted geometry.

Calculated values
HOMO-LUMO gap	8.67	eV
SMILES string	CCOc1ccc(N(CC(=O)Nc2cc(Cl)ccc2C)S(C)(=O)=O)cc1
E_LUMO	0.37	eV
E_HOMO	-8.30	eV
total energy	-1967.377812	Ha

```
47
Properties=species:S:1:pos:R:3:forces:R:3
O -1.150575 -3.186077 0.230194 0.0 -0.1 0.4
O -2.106969 0.737103 2.506578 -0.1 0.2 0.2
H -5.518549 -0.431038 -2.682477 0.0 -0.1 -0.1
H 4.019698 3.495646 -1.169357 0.0 -0.1 0.0
C 2.300285 -0.250030 1.663829 -0.1 0.0 -0.1
C -5.415567 1.554099 0.022354 0.1 -0.3 -0.3
N -2.545091 -0.648620 0.730925 -0.2 -0.3 -0.4
C 4.849935 2.789113 -1.035900 0.1 0.3 -0.3
H -2.319115 -1.506918 -1.967655 0.1 0.0 0.0
H 2.217127 -0.795808 2.592284 0.0 -0.1 0.1
O 4.649093 2.022500 0.137902 0.0 -0.1 0.2
H -2.207797 -1.505999 0.303930 -0.1 0.1 0.1
H -3.840699 -2.012472 -2.703289 0.0 0.0 0.0
H -3.984014 1.417962 1.611267 0.0 0.0 0.0
C -3.651819 -0.067641 0.106022 -0.4 0.3 -0.1
O 0.472291 -2.284505 -1.374833 0.3 0.1 0.0
H 2.361107 -3.123369 0.592178 0.2 0.1 0.0
H 6.351040 4.146346 -1.756425 0.0 0.1 -0.1
H -0.060716 -0.685192 2.902776 -0.1 0.0 -0.1
H 1.168447 -3.860284 1.705943 -0.1 0.0 0.2
H 4.896379 2.128965 -1.912817 -0.1 0.1 0.1
C 3.394041 0.558136 1.447075 0.1 0.1 -0.1
H -3.370592 -2.633334 -1.121413 0.0 -0.1 0.0
C 6.160906 3.542186 -0.874133 -0.4 -0.3 0.1
C -1.853323 -0.219413 1.810347 0.4 -0.3 0.2
C 1.305019 -0.356947 0.695429 0.5 0.5 -0.3
H 1.439658 -4.563392 0.093182 0.0 -0.1 -0.1
C -5.179588 -0.029766 -1.738743 0.1 0.0 0.2
C -3.361855 -1.752240 -1.762913 0.0 0.0 0.1
H 6.978579 2.839710 -0.738888 0.1 0.0 0.0
Cl -6.240440 2.893089 0.738027 -0.1 0.2 0.1
C 1.420176 -3.651352 0.674796 -0.7 0.6 -0.4
H -0.969472 -2.116690 2.334323 0.0 0.1 0.2
H 6.111901 4.188392 -0.002215 0.0 0.1 0.1
N 0.182680 -1.197694 0.875477 0.1 -1.0 -0.4
C -5.858149 1.041821 -1.183757 0.0 0.1 0.1
C -4.077453 -0.600788 -1.121523 0.0 0.0 0.0
C 3.531290 1.266491 0.250069 -0.2 -0.2 0.1
H 0.672398 0.247737 -1.246350 -0.1 0.0 -0.1
H -6.713409 1.471496 -1.679835 -0.1 0.1 0.0
C -0.625198 -1.113320 2.072258 -0.5 0.1 0.3
S 0.132664 -2.583554 -0.019529 0.5 -0.5 0.1
C -4.322030 1.010925 0.673286 0.0 0.1 0.1
C 2.540724 1.146483 -0.720841 0.3 0.2 -0.1
H 2.613127 1.676653 -1.656583 0.0 0.1 -0.1
C 1.435872 0.345128 -0.492522 0.0 0.0 0.2
H 4.167975 0.656440 2.191569 0.1 0.0 0.1
```
Forces are in eV/Å.